1.
The following is a quantum chemistry calculation of a cluster of 8 separate species, C11H35N10O9 in total, from OMol25.

As for the total energy: -45311.7558 eV. Its charge is -1. The energy above the lowest of the compared OMol25 structures with the same formula, charge and spin is 0.00 kJ/mol.

Positions of all 65 atoms, in Å:
C (3.469823, 0.307191, -1.919746)
C (1.963644, 0.435042, -1.712978)
O (1.297545, 1.074688, -2.530038)
O (1.491118, -0.203590, -0.688741)
H (3.765290, -0.723487, -2.156704)
H (4.001720, 0.551502, -0.965655)
H (3.783435, 1.007132, -2.702666)
C (-0.856574, 2.762851, -0.373375)
C (-1.661034, 1.831712, -1.235396)
O (-1.486426, 0.472793, -0.785631)
H (-1.106485, 3.783206, -0.503804)
H (0.167030, 2.758877, -0.643908)
H (-0.884861, 2.532631, 0.710044)
H (-1.405803, 1.951297, -2.249148)
H (-2.747474, 1.956876, -1.047811)
H (-0.558300, 0.296372, -0.572392)
C (3.826464, 3.084314, 1.465849)
C (3.453951, 1.653564, 1.547061)
O (2.054519, 1.536990, 1.457022)
H (2.975251, 3.624125, 1.847625)
H (4.101586, 3.324153, 0.395187)
H (4.615039, 3.218333, 2.146476)
H (3.711247, 1.336020, 2.592022)
H (3.902214, 0.975517, 0.841847)
H (1.778825, 0.942199, 0.676731)
C (0.026890, -2.042520, 2.626620)
O (-0.512867, -2.651229, 3.529433)
N (1.181274, -1.300905, 2.837025)
N (-0.393223, -2.068945, 1.320742)
H (1.466318, -1.054469, 3.756574)
H (1.412692, -0.649017, 2.105016)
H (-1.161352, -2.672968, 1.145220)
H (0.195424, -1.796167, 0.572650)
C (-3.882044, -0.193544, 1.880756)
O (-4.701177, -0.299950, 2.746805)
N (-4.014056, -0.960152, 0.758496)
N (-2.782977, 0.550128, 1.892455)
H (-3.227585, -0.863031, 0.173445)
H (-4.627378, -1.759751, 0.705935)
H (-2.602223, 1.141854, 2.754673)
H (-2.063879, 0.537529, 1.206091)
C (-3.322603, -3.883035, 2.017701)
O (-4.007809, -3.926284, 1.013343)
N (-3.563092, -3.187328, 3.164284)
N (-2.196187, -4.627627, 2.058708)
H (-4.431039, -2.678012, 3.166046)
H (-2.749606, -2.939496, 3.697705)
H (-1.988683, -5.060837, 1.161293)
H (-1.434709, -4.206113, 2.591236)
C (-0.872699, -3.447532, -2.275537)
O (-0.387358, -4.279870, -3.015769)
N (-1.845486, -3.767549, -1.316945)
N (-0.595006, -2.106030, -2.336673)
H (-2.223692, -4.642720, -1.495276)
H (-2.533156, -3.153647, -1.003523)
H (0.290906, -1.845488, -2.907338)
H (-0.792001, -1.439149, -1.623478)
C (2.302561, 4.335715, -3.390741)
O (1.906097, 5.486619, -3.296328)
N (3.194022, 3.827421, -2.460483)
N (1.985100, 3.456250, -4.389002)
H (3.288813, 4.449205, -1.676411)
H (2.864766, 2.970937, -2.082114)
H (1.350577, 3.749891, -5.094502)
H (1.794704, 2.507508, -4.110006)

Forces on atoms 1 to 2 (eV/Å):
C 0.6 0.4 0.6
C -0.1 -1.3 0.9


2.
The following is a quantum chemistry calculation of a structure of composition C11H36N8O6, from OMol25.

As for the total energy: -36185.3699 eV. The energy above the lowest of the compared OMol25 structures with the same formula, charge and spin is 962.94 kJ/mol.

Positions of all 61 atoms, in Å:
C (0.463474, 1.746127, -1.945989)
C (1.099324, 2.884614, -1.208493)
C (2.587587, 2.699804, -1.195933)
O (3.075193, 1.580288, -0.405373)
C (4.499252, 1.629196, -0.231665)
N (0.894763, 4.103798, -1.996534)
H (0.412457, 0.755832, -1.493438)
H (0.795304, 1.658362, -2.980536)
H (-0.587189, 2.007721, -2.071630)
H (0.756320, 2.942796, -0.175512)
H (2.970310, 3.640371, -0.799754)
H (3.146708, 2.772646, -2.128776)
H (4.884562, 2.615299, 0.027648)
H (5.065214, 1.364204, -1.124724)
H (4.855927, 0.828753, 0.416531)
H (0.088035, 4.654334, -1.739229)
H (0.659609, 3.886229, -2.954377)
C (-1.414838, -0.946192, 4.813215)
C (-1.861478, -0.267010, 3.528567)
C (-1.485800, -1.049801, 2.254866)
O (-2.451871, -0.778157, 1.202512)
C (-2.212798, 0.494294, 0.613578)
N (-3.302547, -0.476564, 3.761596)
H (-1.316250, -0.229514, 5.628535)
H (-0.510568, -1.497186, 4.554766)
H (-2.059258, -1.758117, 5.150253)
H (-1.502138, 0.759543, 3.456731)
H (-1.574724, -2.117428, 2.455767)
H (-0.450989, -0.952510, 1.926521)
H (-2.672184, 0.906870, -0.284671)
H (-1.188668, 0.640038, 0.270033)
H (-2.309124, 1.400911, 1.210964)
H (-3.718942, -0.246438, 2.870660)
H (-3.301782, -1.481822, 3.663893)
O (-0.297080, -0.524330, -1.090470)
H (-0.113080, -0.924411, -1.940353)
H (-0.843788, -1.165699, -0.636616)
C (1.453091, 1.007077, 1.604852)
O (0.675706, 0.577166, 2.441763)
N (1.443073, 0.613778, 0.398123)
N (2.186783, 2.055744, 1.795198)
H (0.845980, -0.080608, -0.027791)
H (2.112580, 1.238628, -0.027809)
H (1.914542, 2.568651, 2.621577)
H (2.738717, 2.438780, 1.041042)
C (-0.141959, -1.938833, -3.388717)
O (-0.162937, -0.725496, -3.303738)
N (0.745014, -2.766434, -2.960881)
N (-0.915429, -2.733841, -4.125179)
H (0.633149, -3.720906, -3.271646)
H (1.579729, -2.418369, -2.511225)
H (-1.019885, -3.686143, -3.805329)
H (-1.501482, -2.259988, -4.797571)
C (-1.280363, -2.715381, -0.058035)
O (-0.299665, -2.459053, 0.574070)
N (-2.435840, -2.656247, 0.400375)
N (-1.262846, -3.034938, -1.352818)
H (-2.562142, -2.263496, 1.322265)
H (-3.165576, -2.517449, -0.283969)
H (-0.463367, -2.938051, -1.962379)
H (-2.195813, -3.141440, -1.724742)

Forces on atoms 1 to 2 (eV/Å):
C -1.3 0.0 -0.6
C -0.1 -0.9 -1.7


3.
The following is a quantum chemistry calculation of a cluster of 8 separate species, C11H38O8 in total, from OMol25.

As for the total energy: -28400.6121 eV. As for the SMILES: CC(C)O.CC(C)O.CO.CO.CO.CO.CO.O. The energy above the lowest of the compared OMol25 structures with the same formula, charge and spin is 223.24 kJ/mol.

Positions of all 57 atoms, in Å:
C (10.094361, 9.393380, 8.489364)
C (10.499291, 9.659874, 7.056189)
C (11.542180, 10.794291, 6.929316)
O (11.141294, 8.571587, 6.429240)
H (9.541785, 8.502730, 8.631148)
H (9.560242, 10.262767, 8.889953)
H (10.966426, 9.247580, 9.151482)
H (9.647229, 10.000441, 6.442727)
H (11.071307, 11.842153, 6.777523)
H (12.155727, 10.555381, 6.079845)
H (12.164716, 10.865753, 7.804507)
H (10.604401, 7.798591, 6.514266)
C (5.162693, 9.275624, 13.288942)
C (6.071070, 10.444056, 13.128857)
C (6.904321, 10.699800, 14.338780)
O (6.722453, 10.442115, 11.810125)
H (5.750156, 8.367230, 13.479870)
H (4.734893, 9.142846, 12.263783)
H (4.441487, 9.520933, 14.027943)
H (5.445279, 11.342688, 12.997138)
H (7.352279, 11.697068, 14.392938)
H (7.720026, 9.991157, 14.497797)
H (6.199685, 10.646776, 15.210486)
H (7.538269, 9.959652, 11.955864)
C (10.291345, 9.972198, 12.063048)
O (9.357261, 8.907601, 11.828430)
H (10.752204, 10.003054, 13.060129)
H (11.084755, 10.014570, 11.283679)
H (9.686881, 10.853994, 11.766921)
H (9.752434, 8.036104, 12.020695)
C (12.260815, 6.132707, 12.018832)
O (10.934760, 6.475229, 11.688089)
H (12.478487, 5.139669, 11.673538)
H (12.994883, 6.917732, 11.664793)
H (12.367108, 6.132831, 13.114538)
H (10.939818, 6.230681, 10.784181)
C (5.550031, 10.969384, 8.102507)
O (6.276773, 9.848000, 8.560769)
H (5.922760, 11.396121, 7.177718)
H (4.552151, 10.569311, 8.035049)
H (5.514593, 11.788140, 8.760664)
H (6.541919, 10.039613, 9.458857)
C (6.748956, 6.900983, 10.438175)
O (6.782531, 6.950154, 9.039889)
H (6.868940, 5.824611, 10.702480)
H (7.497305, 7.435155, 11.013737)
H (5.705448, 7.125155, 10.734974)
H (6.741665, 7.859207, 8.776286)
C (8.249807, 5.715259, 6.142175)
O (8.832613, 6.677832, 6.977653)
H (8.635389, 5.882887, 5.089544)
H (8.585229, 4.734147, 6.531334)
H (7.145771, 5.669424, 6.120373)
H (8.118002, 7.305237, 7.160342)
O (11.673832, 6.403771, 9.004934)
H (10.794497, 6.342396, 8.577084)
H (12.232966, 6.108647, 8.292340)

Forces on atoms 1 to 2 (eV/Å):
C 1.0 1.0 0.5
C 0.6 1.2 -0.4


Number 2 is which compound? C11H36N8O6